# C5H4O2

C5H4O2 in the gas phase (ωB97M-V/def2-TZVPD, OMol25).

XYZ file:
```
11
Properties=species:S:1:pos:R:3:lowdin_charge:R:1
O -0.676 1.966 -1.718 0.12
C -0.232 1.189 -0.918 -0.45
O 0.679 0.234 -1.381 0.07
C 0.793 -0.947 -0.753 -0.11
C 0.257 -1.206 0.451 -0.07
C -0.329 -0.091 1.145 -0.06
C -0.509 1.087 0.506 0.01
H 1.364 -1.647 -1.348 0.13
H 0.271 -2.215 0.857 0.11
H -0.611 -0.211 2.189 0.11
H -0.975 1.943 0.977 0.12
```

As for the calculated total energy: -343.38744 a.u. The SMILES is O=c1cccco1. The energy above the lowest of the compared OMol25 structures with the same formula, charge and spin comes out at 12.91 kJ/mol. As for the HOMO-LUMO gap: 0.34718 Ha. The HOMO energy is -9.2 eV. The calculation puts the molecular weight at 96.08 g mol⁻¹.